Density functional theory data (the ωB97M-V functional and the def2-TZVPD basis) for a molecular structure, C18H18HoNO4 in a non-equilibrium geometry.

Geometry as XYZ:
```
42
Properties=species:S:1:pos:R:3:forces:R:3
C -2.568 0.125 0.084 -0.196 0.341 -0.105
C -2.408 1.437 0.637 0.165 -0.198 -0.461
C -1.590 2.198 -0.259 -0.245 -1.396 -0.592
H -2.861 1.833 1.555 0.231 -0.379 -0.461
C -1.232 1.324 -1.353 -0.738 0.271 0.088
C -1.844 0.041 -1.134 -0.461 1.230 0.325
H -1.835 -0.818 -1.801 0.052 0.360 0.259
H -3.191 -0.690 0.467 0.454 0.463 0.129
H -1.364 3.254 -0.157 0.112 -0.197 -0.040
H -0.636 1.582 -2.229 -0.165 -0.039 0.390
C 2.438 -0.421 0.260 -0.312 -0.913 -0.774
C 1.783 -1.612 0.696 0.387 -0.202 -0.325
C 0.806 -1.995 -0.276 0.917 0.125 -0.293
H 2.016 -2.160 1.615 -0.361 0.371 -0.407
C 0.883 -1.070 -1.359 1.180 -0.026 0.365
C 1.894 -0.104 -1.031 0.351 -0.839 -0.615
H 2.285 0.670 -1.682 -0.349 -0.294 0.207
H 3.276 0.086 0.743 -0.343 -0.183 -0.127
H 0.173 -2.889 -0.254 0.254 0.606 0.225
H 0.277 -1.116 -2.266 0.477 0.114 0.364
Ho 0.045 0.310 0.561 -0.673 0.065 0.093
O 1.536 2.542 -0.988 0.120 1.720 -1.615
C 1.649 3.848 -0.483 -0.645 0.602 -1.523
C 1.318 3.776 -1.963 -0.249 -0.757 2.141
H 0.861 4.134 0.205 -0.005 0.146 0.102
H 2.644 4.201 -0.240 0.129 -0.083 0.148
H 0.281 3.890 -2.276 0.054 -0.274 0.430
H 0.873 4.980 -4.437 0.397 0.132 0.161
C 1.936 4.841 -4.209 -0.094 -0.558 1.141
C 2.296 4.131 -3.014 1.308 -0.015 -0.874
C 3.659 3.833 -2.802 -0.249 0.314 -0.401
H 3.931 3.256 -1.903 -0.004 0.300 -0.629
C 4.628 4.275 -3.718 -0.343 0.131 0.078
H 5.673 4.002 -3.527 -0.410 0.251 -0.214
C 4.269 5.083 -4.821 -0.150 -0.460 0.863
H 5.060 5.498 -5.447 -0.345 -0.167 0.050
C 2.913 5.361 -5.060 0.449 -0.033 0.047
H 2.646 6.012 -5.910 0.004 -0.571 0.512
O -2.202 -2.302 2.907 0.800 -0.310 -0.545
N -1.112 -2.367 2.382 0.559 2.059 -0.080
O -0.406 -3.350 2.251 -0.623 1.147 -0.094
O -0.602 -1.099 1.935 -1.437 -2.855 2.058
```
Positions in Å, forces in eV/Å.

Computed properties:
* E: -2000.3271 Ha
* HOMO-LUMO gap (alpha / beta): 7.69 / 7.76 eV
* maximum force: 3.8 eV/Å
* expectation value of S²: 6.00
* 2S+1: 5

---

Density functional theory data (the ωB97M-V functional and the def2-TZVPD basis) for a gas-phase ion, C4H11N2O (charge +1) in a non-equilibrium geometry.

Geometry as XYZ:
```
18
Properties=species:S:1:pos:R:3:forces:R:3
N -2.008 0.208 0.964 -0.014 -0.354 0.061
C -1.568 -0.910 0.092 -0.332 1.000 0.896
C -0.047 -0.917 0.021 0.336 0.415 -0.803
C 0.549 0.493 -0.204 0.251 -0.216 0.095
N 1.858 0.582 0.536 0.353 0.174 0.090
C 0.888 0.758 -1.660 0.046 -0.020 0.297
O 2.009 0.610 -2.060 0.003 0.103 -0.105
H -2.091 -0.133 1.916 0.072 0.111 0.076
H -2.946 0.499 0.719 0.035 0.035 -0.111
H -1.941 -1.846 0.506 0.120 -0.260 -0.520
H -1.985 -0.706 -0.888 -0.043 -0.344 -0.198
H 0.424 -1.363 0.893 -0.170 -0.011 0.347
H 0.303 -1.496 -0.833 -0.140 -0.462 0.049
H -0.089 1.288 0.163 -0.260 -0.021 0.330
H 1.753 0.643 1.549 -0.274 0.040 -0.007
H 2.454 -0.228 0.349 -0.020 -0.016 -0.236
H 2.381 1.401 0.215 0.102 -0.032 0.026
H 0.056 1.118 -2.276 -0.065 -0.141 -0.288
```
Positions in Å, forces in eV/Å.

Computed properties:
* E: -343.4958 Ha
* HOMO-LUMO gap: 10.07 eV
* maximum force: 1.4 eV/Å
* charge: +1
* SMILES: NCC[C@@H]([NH3+])C=O

---

Density functional theory data (the ωB97M-V functional and the def2-TZVPD basis) for a molecular structure, C50H45MnNOP2S2Si in a non-equilibrium geometry.

Geometry as XYZ:
```
103
Properties=species:S:1:pos:R:3:forces:R:3
Mn -0.087 0.061 -0.238 -0.035 -0.907 0.671
O -1.856 -2.597 -0.705 -0.006 0.082 -0.075
S -1.699 -1.240 -1.242 0.031 -0.092 0.160
C -1.261 -1.296 -2.973 0.063 0.008 -0.032
C -2.196 -1.411 -3.988 -0.029 -0.027 0.001
C -1.768 -1.379 -5.308 0.001 0.003 0.002
C -0.423 -1.215 -5.595 0.013 -0.003 -0.008
C 0.513 -1.126 -4.571 0.014 -0.002 0.000
C 0.109 -1.183 -3.246 -0.046 0.011 0.024
P 1.247 -1.116 -1.820 -0.008 -0.069 -0.159
C 1.507 -2.864 -1.382 0.024 -0.001 0.025
C 0.784 -3.908 -1.945 -0.022 0.032 0.005
C 1.044 -5.218 -1.559 0.016 -0.020 0.003
C 2.024 -5.487 -0.618 -0.035 -0.020 -0.023
C 2.753 -4.445 -0.055 0.012 0.066 -0.020
C 2.496 -3.139 -0.432 0.042 -0.030 -0.031
C 2.904 -0.629 -2.348 -0.009 0.060 0.058
C 3.567 -1.397 -3.310 -0.022 -0.038 -0.017
C 4.873 -1.100 -3.657 -0.006 0.010 0.000
C 5.542 -0.059 -3.024 0.001 0.002 0.014
C 4.909 0.670 -2.030 0.006 0.004 -0.011
C 3.594 0.384 -1.692 -0.002 0.041 -0.008
C -3.265 -0.405 -1.100 0.001 0.015 -0.011
C -4.416 -1.036 -1.560 0.011 -0.020 0.003
C -5.640 -0.416 -1.374 -0.004 0.001 0.001
C -5.710 0.801 -0.706 -0.001 0.001 0.001
C -4.565 1.383 -0.186 0.008 0.015 0.008
C -3.322 0.785 -0.377 0.041 -0.014 -0.023
P -1.865 1.335 0.571 -0.096 0.184 -0.081
C -2.423 0.932 2.261 0.069 -0.055 0.020
C -2.607 1.892 3.252 0.013 0.047 0.018
C -3.094 1.517 4.499 -0.006 -0.005 0.002
C -3.414 0.194 4.758 0.016 0.025 0.002
C -3.253 -0.765 3.764 0.006 0.014 -0.056
C -2.759 -0.399 2.524 -0.080 -0.036 0.007
C -1.703 3.126 0.472 0.015 -0.030 0.013
C -0.807 3.749 1.344 0.010 -0.003 0.002
C -0.577 5.111 1.251 0.011 0.014 0.009
C -1.233 5.860 0.283 0.008 0.002 0.004
C -2.120 5.246 -0.587 -0.010 -0.008 -0.007
C -2.355 3.881 -0.496 0.007 -0.003 -0.041
H -3.251 -1.491 -3.772 0.013 0.005 -0.003
H -2.492 -1.458 -6.107 0.002 0.001 0.005
H -0.094 -1.156 -6.624 -0.003 -0.002 0.010
H 1.556 -0.989 -4.817 0.006 -0.006 0.003
H 0.014 -3.718 -2.681 -0.002 -0.002 -0.002
H 0.479 -6.027 -2.001 0.005 0.011 0.003
H 2.229 -6.508 -0.327 -0.005 0.010 -0.001
H 3.529 -4.654 0.670 -0.006 0.007 -0.006
H 3.086 -2.332 -0.007 -0.018 -0.004 0.008
H 3.077 -2.249 -3.766 -0.006 0.003 0.003
H 5.376 -1.693 -4.408 -0.005 0.002 0.004
H 6.565 0.166 -3.292 -0.010 -0.002 0.003
H 5.439 1.460 -1.514 -0.006 -0.007 -0.003
H 3.118 0.937 -0.896 -0.017 0.005 0.013
H -4.359 -2.014 -2.019 -0.007 0.012 0.010
H -6.543 -0.892 -1.732 0.009 0.001 0.001
H -6.670 1.277 -0.554 0.011 -0.001 0.001
H -4.642 2.290 0.401 0.003 -0.002 -0.001
H -2.395 2.935 3.062 -0.011 -0.025 0.010
H -3.235 2.270 5.264 0.003 -0.005 -0.014
H -3.801 -0.090 5.728 0.004 0.003 -0.004
H -3.523 -1.795 3.953 0.004 0.006 -0.005
H -2.674 -1.156 1.752 0.036 0.006 0.028
H -0.301 3.174 2.111 0.004 0.001 -0.011
H 0.108 5.591 1.939 -0.009 -0.009 -0.007
H -1.055 6.925 0.211 -0.002 -0.007 0.002
H -2.632 5.828 -1.342 0.002 -0.004 0.006
H -3.037 3.412 -1.193 -0.004 -0.001 0.002
C 2.545 -3.346 3.469 -0.019 -0.030 0.037
Si 1.808 -1.900 4.389 0.004 0.076 -0.090
C 0.016 -2.180 4.828 0.000 -0.027 0.043
C 2.806 -1.448 5.893 0.019 -0.010 0.013
C 1.899 -0.381 3.211 -0.091 0.075 -0.099
C 2.678 0.744 3.519 -0.027 -0.076 0.003
C 2.712 1.843 2.682 -0.061 0.145 -0.159
C 1.963 1.832 1.510 0.129 0.125 0.227
N 1.237 0.775 1.171 0.155 -0.154 0.214
C 1.212 -0.287 2.008 0.151 0.136 0.116
S 0.149 -1.514 1.328 -0.277 0.535 -0.858
H 2.720 -4.176 4.158 -0.018 0.000 -0.013
H 3.505 -3.088 3.015 -0.008 0.013 0.024
H 1.877 -3.704 2.683 0.023 0.008 0.002
H -0.040 -2.841 5.696 -0.013 -0.002 -0.020
H -0.540 -2.655 4.018 0.006 0.020 0.000
H -0.490 -1.248 5.091 0.024 -0.004 -0.004
H 2.716 -2.249 6.631 0.013 0.008 -0.012
H 2.452 -0.532 6.372 -0.007 -0.021 -0.011
H 3.869 -1.334 5.671 -0.019 0.007 0.000
H 3.260 0.758 4.433 -0.004 0.002 -0.016
H 3.304 2.715 2.925 -0.005 -0.009 -0.009
H 1.934 2.689 0.853 0.040 0.008 0.028
C -0.023 3.652 -3.524 -0.010 0.001 -0.008
C -1.074 2.750 -3.575 -0.006 0.009 0.006
C -1.145 1.699 -2.670 -0.039 -0.033 -0.001
C -0.165 1.501 -1.693 -0.013 -0.035 0.016
C 0.882 2.425 -1.665 0.072 0.038 0.024
C 0.956 3.485 -2.559 -0.002 -0.027 0.034
H 0.032 4.472 -4.228 0.002 -0.012 0.006
H -1.853 2.863 -4.319 0.005 -0.006 0.015
H -2.001 1.048 -2.755 -0.005 0.009 0.007
H 1.687 2.324 -0.956 -0.022 -0.002 -0.020
H 1.791 4.173 -2.503 -0.009 -0.013 0.004
```
Positions in Å, forces in eV/Å.

Computed properties:
* E: -4981.3859 Ha
* HOMO-LUMO gap (alpha / beta): 5.95 / 5.73 eV
* maximum force: 1.1 eV/Å
* charge: +2
* expectation value of S²: 0.83
* 2S+1: 2